{
  "formula": "C4H9NO2",
  "method": "wB97M-V/def2-TZVPD",
  "relative_energy_kcal_mol": 54.3,
  "homo_energy_ev": -9.65,
  "e_lumo_ev": 0.92,
  "orbital_gap_ha": 0.38860,
  "total_energy_ev": -9877.7044,
  "species": ["C", "C", "C", "O", "N", "C", "O", "H", "H", "H", "H", "H", "H", "H", "H", "H"],
  "coordinates": [[-0.27948, 1.13293, -1.76859], [-0.06847, 0.09476, 1.65966], [-0.85249, -1.04344, 1.05380], [-0.46682, -2.24196, 1.70697], [0.95499, 0.57078, 1.07703], [0.94086, 0.24836, -1.72229], [0.90156, -0.95832, -1.79842], [-0.21052, 1.91662, -1.00907], [-1.18351, 0.53735, -1.61568], [-0.33752, 1.61791, -2.75108], [-0.38160, 0.41431, 2.66151], [-1.92245, -0.91241, 1.24644], [-0.68237, -1.10102, -0.02722], [0.43448, -2.43525, 1.41462], [1.41706, 1.26435, 1.66698], [1.91015, 0.78078, -1.65298]]
}

---

{
  "formula": "C30H22BrIrN3S2",
  "method": "wB97M-V/def2-TZVPD",
  "relative_energy_kcal_mol": 0.0,
  "homo_energy_ev": [-7.37, -7.72],
  "e_lumo_ev": [-0.84, -1.52],
  "orbital_gap_ha": [0.23982, 0.22771],
  "multiplicity": 2,
  "s_squared": 0.761,
  "total_energy_ev": -130490.9304,
  "species": ["Ir", "N", "C", "C", "C", "C", "C", "C", "C", "C", "C", "C", "C", "C", "N", "C", "C", "C", "C", "N", "H", "H", "H", "H", "H", "H", "H", "H", "H", "H", "C", "C", "S", "C", "C", "S", "H", "H", "H", "H", "H", "H", "Br", "C", "C", "C", "C", "C", "C", "C", "C", "C", "C", "H", "H", "H", "H", "H", "H"],
  "coordinates": [[-0.04595, 0.46792, -0.89844], [3.99762, -3.74690, 7.66253], [3.55628, -3.27518, 6.71238], [3.00442, -2.68528, 5.52373], [2.09005, -3.40055, 4.75388], [1.55900, -2.82632, 3.61326], [1.93895, -1.54408, 3.22552], [2.85750, -0.83860, 3.99789], [3.38656, -1.40013, 5.14610], [1.36665, -0.93503, 1.99331], [2.25155, -0.71836, 0.94150], [3.63053, -1.06938, 0.89989], [4.10824, -0.67271, -0.32436], [3.01257, -0.09851, -1.00453], [1.91072, -0.12785, -0.26764], [-0.00180, -0.66473, 2.01591], [-0.87730, -0.85002, 3.12019], [-2.13333, -0.47469, 2.71030], [-2.00238, -0.06743, 1.36839], [-0.74420, -0.17369, 0.94837], [1.79834, -4.39736, 5.05460], [0.84420, -3.37258, 3.01173], [3.15275, 0.15761, 3.69478], [4.09373, -0.85043, 5.75187], [4.17888, -1.55820, 1.68856], [5.11002, -0.77310, -0.70770], [2.99869, 0.32124, -1.99922], [-0.58919, -1.21209, 4.09344], [-3.04541, -0.48313, 3.28304], [-2.77129, 0.28831, 0.70231], [-0.21191, -2.57479, -4.32716], [-0.03561, -1.36181, -3.45973], [-0.34852, -1.55788, -1.80628], [0.36543, -0.14299, -3.98609], [0.59956, 0.01512, -5.46118], [0.61433, 1.21319, -2.99996], [-0.59578, -3.41367, -3.74911], [0.73672, -2.87497, -4.77663], [-0.91211, -2.37090, -5.14014], [1.45256, -0.58800, -5.78223], [0.80185, 1.05462, -5.71030], [-0.26883, -0.31418, -6.03478], [0.26867, 2.84412, 0.13064], [-1.41364, 3.47038, -0.52946], [-1.71391, 4.77906, -0.30729], [-2.95647, 5.27396, -0.74958], [-3.83256, 4.43694, -1.37236], [-3.52097, 3.07325, -1.59723], [-4.45505, 2.22185, -2.22987], [-4.14509, 0.91164, -2.43049], [-2.89310, 0.39902, -2.03035], [-1.92591, 1.16631, -1.42037], [-2.26485, 2.54400, -1.18457], [-1.01448, 5.42687, 0.20289], [-3.20440, 6.31352, -0.58344], [-4.79433, 4.80368, -1.71002], [-5.40717, 2.63107, -2.54425], [-4.86011, 0.25097, -2.90550], [-2.70075, -0.64911, -2.21678]]
}

---

{
  "formula": "C39H44N3O19",
  "method": "wB97M-V/def2-TZVPD",
  "relative_energy_kcal_mol": 0.0,
  "homo_energy_ev": -5.44,
  "e_lumo_ev": -0.48,
  "total_charge": -1,
  "orbital_gap_ha": 0.18247,
  "total_energy_ev": -84499.8718,
  "species": ["C", "C", "O", "N", "H", "H", "C", "H", "H", "H", "H", "H", "H", "N", "O", "O", "O", "N", "O", "O", "O", "C", "C", "C", "O", "H", "H", "H", "H", "H", "H", "H", "H", "C", "C", "C", "O", "H", "H", "H", "H", "H", "H", "H", "H", "C", "C", "C", "O", "C", "C", "C", "O", "H", "H", "H", "H", "C", "C", "C", "O", "C", "C", "C", "O", "H", "H", "H", "H", "C", "C", "C", "O", "C", "C", "C", "O", "H", "H", "H", "H", "C", "C", "C", "O", "C", "C", "C", "O", "H", "H", "H", "H", "C", "C", "C", "O", "C", "C", "C", "O", "H", "H", "H", "H"],
  "coordinates": [[0.40554, -1.33393, 0.85287], [0.84854, 0.13507, 0.88587], [1.06654, 0.74307, 1.95387], [1.15754, 0.68907, -0.56213], [1.57054, 1.69907, -0.68113], [1.79854, -0.04193, -1.00013], [-0.03346, 0.78607, -1.39613], [0.94654, -2.02493, 0.00687], [-0.72146, -1.33893, 0.49187], [0.28854, -1.74893, 1.82087], [-0.58846, -0.12093, -1.62413], [0.11154, 1.07207, -2.43813], [-0.72746, 1.53007, -0.92813], [3.53054, 3.74207, -1.30613], [4.01754, 4.47307, -0.49713], [2.75454, 2.85707, -0.95013], [4.13754, 3.57307, -2.40113], [2.94554, -1.49393, -2.32213], [3.79254, -1.17393, -3.31313], [1.88354, -2.13093, -2.69513], [3.05954, -1.09793, -1.17013], [-4.26446, -4.37593, -1.59713], [-2.93846, -3.64493, -1.25413], [-2.45846, -2.74793, -2.39813], [-3.10846, -2.84693, -0.04813], [-4.91546, -3.77593, -2.20413], [-4.61046, -4.98993, -0.78513], [-3.88446, -5.03193, -2.41413], [-2.33146, -4.63993, -1.10213], [-2.23946, -3.32493, -3.25313], [-1.38046, -2.32393, -2.21213], [-3.06746, -1.82693, -2.87513], [-3.07946, -3.45293, 0.70687], [-2.16246, -6.44293, 1.88587], [-2.18046, -5.25693, 2.88187], [-0.85046, -4.35193, 2.81287], [-3.18546, -4.38593, 2.44087], [-2.25846, -6.20693, 0.85087], [-3.22346, -6.97493, 2.16987], [-1.43646, -7.25093, 1.94187], [-2.15746, -5.56393, 4.00987], [-0.80546, -3.95793, 1.65087], [-0.00446, -5.12693, 3.03287], [-0.67646, -3.52693, 3.62687], [-3.43346, -3.71393, 3.16987], [1.61054, -1.07093, 7.14787], [2.70254, -0.26393, 7.94587], [2.96654, 1.26207, 7.44687], [3.68954, 1.99407, 7.89887], [2.18354, 1.72907, 6.33287], [1.28254, 0.85907, 5.50687], [0.93254, -0.56693, 6.01687], [0.14454, -1.26493, 5.49287], [1.37054, -2.16293, 7.56787], [3.11154, -0.93093, 8.85087], [2.34254, 2.73107, 5.70787], [0.86254, 1.27607, 4.46887], [1.30354, -0.15793, -5.54913], [0.41954, 0.00107, -6.84513], [0.37554, 1.35807, -7.50613], [-0.15146, 1.41607, -8.49513], [0.75754, 2.59107, -6.71513], [1.41454, 2.46507, -5.44613], [1.67754, 1.10907, -4.86013], [2.37154, 1.02007, -3.73813], [1.60954, -1.10793, -4.95013], [-0.00146, -0.81893, -7.34013], [0.80554, 3.74307, -7.14913], [1.55554, 3.20307, -4.83913], [-2.87046, 2.88507, 1.06787], [-2.84146, 3.66707, -0.22013], [-1.62446, 4.42907, -0.56413], [-1.63546, 5.28207, -1.40413], [-0.44846, 4.03107, 0.09387], [-0.44946, 3.28107, 1.44587], [-1.65246, 2.76707, 1.96287], [-1.70646, 2.21007, 3.02787], [-3.87046, 2.45507, 1.36287], [-3.76946, 3.66507, -0.66913], [0.50254, 4.38007, -0.37313], [0.52554, 3.14607, 2.01787], [4.48954, 1.08207, 3.21887], [5.79854, 1.79707, 3.60687], [6.87254, 0.85607, 4.18587], [7.83154, 1.28607, 4.68187], [6.57554, -0.65993, 4.25087], [5.35254, -1.11993, 3.79487], [4.25654, -0.40393, 3.44787], [3.16254, -1.00993, 3.17687], [3.70554, 1.73807, 2.51187], [5.86954, 2.78207, 3.37287], [7.04654, -1.38493, 4.84787], [5.13654, -2.16793, 3.92187], [-4.89846, 4.01607, -5.17613], [-3.48346, 3.98607, -4.69213], [-2.94146, 2.72107, -3.99013], [-1.91546, 2.57907, -3.53613], [-3.89046, 1.57607, -3.81913], [-5.29846, 1.67507, -4.26813], [-5.83146, 2.95007, -4.85513], [-7.00846, 3.05607, -5.17613], [-5.43146, 4.83907, -5.82713], [-2.85546, 4.76007, -4.98413], [-3.56246, 0.57607, -3.15713], [-6.06846, 0.80807, -4.00113]]
}